Run 1
{"formula": "C6H16NO", "method": "wB97M-V/def2-TZVPD", "elements": ["C", "C", "C", "C", "C", "C", "N", "H", "H", "H", "H", "H", "H", "H", "H", "H", "H", "H", "H", "H", "H", "H", "H", "O"], "coordinates": [[0.37068, 0.16867, 1.39281], [-0.35359, 0.51114, 0.06380], [0.53270, 0.19605, -1.12592], [0.83549, 1.11498, -2.04369], [0.72488, 2.60401, -1.95629], [0.52507, -1.27790, -1.55891], [0.24678, -1.32381, 1.66040], [-0.11739, 0.67521, 2.21346], [1.43400, 0.36556, 1.30440], [-1.26717, -0.08338, 0.06465], [-0.52626, 1.58223, 0.11530], [1.35867, 0.76625, -2.92530], [0.06592, 2.91731, -1.15070], [1.67802, 3.08050, -1.71816], [0.42638, 2.99385, -2.92988], [-0.44503, -1.72478, -1.37699], [1.32164, -1.85670, -1.07833], [0.61150, -1.33665, -2.63215], [0.45783, -1.82503, 0.79359], [0.92927, -1.60068, 2.36491], [-0.73465, -1.54320, 1.88178], [-2.47260, -1.07421, 3.54468], [-3.17613, -1.95181, 2.46167], [-2.42603, -1.37760, 2.63488]], "lowdin_charge": [-0.11, -0.13, -0.29, -0.10, -0.07, -0.06, 0.19, 0.12, 0.13, 0.12, 0.10, 0.11, 0.06, 0.09, 0.09, 0.08, 0.08, 0.08, 0.12, 0.17, 0.10, 0.07, 0.07, -0.03], "homo_energy_ev": -12.53, "charge": 1}



Run 2
{"formula": "C6H16NO", "method": "wB97M-V/def2-TZVPD", "elements": ["C", "C", "C", "C", "C", "N", "C", "O", "H", "H", "H", "H", "H", "H", "H", "H", "H", "H", "H", "H", "H", "H", "H", "H"], "coordinates": [[-0.12091, 0.80221, 2.75742], [-0.86384, -0.17109, 1.84161], [-0.01492, -1.17890, 1.08606], [0.99578, -0.55331, 0.09194], [0.23124, 0.28037, -0.89935], [1.23998, 0.82038, -1.93552], [-0.82975, -0.44822, -1.70350], [-1.13850, 0.42688, -2.80977], [0.55862, 0.29855, 3.45131], [0.53019, 1.52103, 2.25049], [-0.81550, 1.34015, 3.39990], [-1.43871, 0.48280, 1.17421], [-1.63754, -0.65027, 2.42291], [0.57093, -1.79226, 1.77801], [-0.72382, -1.89838, 0.66645], [1.66516, 0.01279, 0.67283], [1.45061, -1.39816, -0.42900], [-0.19254, 1.19802, -0.51339], [2.02883, 1.29590, -1.49821], [1.50351, 0.07326, -2.52798], [0.85413, 1.51707, -2.58039], [-0.42476, -1.36800, -2.13766], [-1.72740, -0.57746, -1.12173], [-1.70081, -0.03337, -3.43664]], "lowdin_charge": [-0.10, -0.26, -0.19, -0.14, -0.27, 0.23, -0.17, -0.06, 0.08, 0.07, 0.08, 0.10, 0.11, 0.12, 0.11, 0.11, 0.13, 0.16, 0.18, 0.15, 0.17, 0.14, 0.13, 0.11], "homo_energy_ev": -14.75, "smiles": "CCCC[C@@H]([NH3+])CO", "charge": 1}



Run 3
{"formula": "C6H16NO", "method": "wB97M-V/def2-TZVPD", "elements": ["C", "C", "C", "C", "C", "C", "N", "H", "H", "H", "H", "H", "H", "H", "H", "H", "H", "H", "H", "H", "H", "H", "H", "O"], "coordinates": [[-0.21755, 1.72416, 0.68121], [-0.80300, 0.22024, 0.92760], [0.14213, -0.90534, 0.80118], [-0.58300, -2.26793, 0.46478], [0.43211, -3.25477, 0.07756], [0.05499, -4.04625, -0.94114], [0.12469, 2.08413, -0.76779], [-1.13971, 2.30756, 0.80235], [0.67521, 1.79733, 1.33552], [-1.79522, -0.00229, 0.41301], [-1.17284, 0.39140, 2.00051], [0.77429, -1.07802, 1.62920], [0.91280, -0.76531, 0.01287], [-1.07712, -2.69719, 1.30665], [-1.35956, -2.16264, -0.21936], [1.42757, -3.34151, 0.43299], [0.87099, -4.72240, -1.55897], [-0.84682, -4.28503, -1.38526], [0.60146, 1.22651, -1.10988], [0.84143, 2.81010, -0.81217], [-0.69487, 2.33936, -1.35685], [1.01751, 4.54118, -1.67277], [1.01197, 5.48912, -0.30772], [0.80250, 4.59759, -0.75353]], "lowdin_charge": [-0.10, -0.19, -0.22, -0.21, -0.19, 0.00, 0.15, 0.12, 0.15, 0.13, 0.14, 0.11, 0.11, 0.12, 0.09, 0.10, 0.11, 0.02, 0.16, 0.09, 0.18, 0.04, 0.13, -0.07], "homo_energy_ev": -11.97, "charge": 1}



Each structure's energy above the most stable one, in kcal/mol: run 1 2.6; run 2 0.0; run 3 51.6.



Run 1
{"formula": "C3H9NO", "method": "wB97M-V/def2-TZVPD", "elements": ["C", "N", "H", "H", "H", "H", "C", "O", "C", "H", "H", "H", "H", "H"], "coordinates": [[2.17240, 0.27055, 2.58553], [1.86415, 1.19844, 1.81636], [2.85671, 0.44788, 3.42449], [1.55810, -0.63990, 2.71387], [0.87483, 1.24222, 1.52586], [0.41293, -0.08385, -0.36490], [-0.93381, -0.97226, -1.42527], [0.35002, -0.91107, -0.86118], [-1.56555, 0.39248, -1.59119], [-0.82445, -1.58862, -2.32353], [-1.61032, -1.59654, -0.81134], [-0.85045, 1.10696, -2.01239], [-2.51678, 0.39306, -2.11302], [-1.78779, 0.74065, -0.56330]], "lowdin_spin": [0.11, 0.57, 0.03, 0.05, 0.03, 0.00, 0.04, 0.14, 0.01, 0.01, 0.02, 0.00, 0.00, 0.00], "homo_energy_ev": [-14.69, -13.60], "charge": 1, "multiplicity": 2}



Run 2
{"formula": "C3H9NO", "method": "wB97M-V/def2-TZVPD", "elements": ["C", "O", "H", "H", "H", "C", "C", "N", "H", "H", "H", "H", "H", "H"], "coordinates": [[-0.25282, 2.14827, 0.61134], [0.05985, 0.91849, -0.08717], [0.55435, 2.35365, 1.30959], [-1.21654, 2.05210, 1.09646], [-0.21678, 2.90616, -0.16182], [0.24263, -1.73527, -1.25234], [-0.29265, -0.23413, 0.65139], [0.52849, -1.20779, 0.05780], [0.38389, -0.99035, -2.03880], [0.81478, -2.65987, -1.32935], [-0.78852, -2.04567, -1.28010], [-1.36207, -0.45817, 0.60235], [0.01263, 0.00399, 1.66512], [1.53276, -1.05142, 0.15552]], "lowdin_spin": [0.02, 0.14, 0.00, 0.00, 0.01, 0.08, 0.04, 0.62, 0.04, 0.01, 0.01, 0.00, 0.01, 0.01], "homo_energy_ev": [-15.63, -15.30], "charge": 1, "multiplicity": 2}



Each structure's energy above the most stable one, in kcal/mol: run 1 50.1; run 2 0.0.



Run 1
{"formula": "C3H6O2S", "method": "wB97M-V/def2-TZVPD", "elements": ["O", "C", "C", "O", "C", "S", "H", "H", "H", "H", "H", "H"], "coordinates": [[0.53607, 2.02141, -0.21832], [0.34869, 0.81008, -0.23686], [1.31576, -0.22933, -0.64785], [1.33482, -1.40816, 0.29936], [-0.92259, 0.62994, 0.67663], [-2.03023, -0.26561, -0.47764], [1.07551, -0.42522, -1.70915], [2.41869, 0.38255, -0.67847], [0.57300, -2.20810, 0.05788], [-1.43335, 1.58854, 0.78314], [-0.62730, 0.27849, 1.82449], [-2.58908, -1.17460, 0.32679]], "lowdin_charge": [0.04, -0.51, -0.18, -0.16, -0.47, 0.71, 0.12, 0.20, 0.20, 0.05, 0.16, -0.16], "homo_energy_ev": -9.33, "smiles": "O=C(CO)CS", "charge": 0}



Run 2
{"formula": "C3H6O2S", "method": "wB97M-V/def2-TZVPD", "elements": ["C", "C", "S", "C", "O", "O", "H", "H", "H", "H", "H", "H"], "coordinates": [[-2.02675, 0.61430, 0.10240], [-1.52013, -0.64776, 0.08441], [0.47395, -0.93553, -0.17724], [1.75351, 0.64806, 0.09167], [1.11893, -1.78025, 0.87842], [0.74911, -1.39536, -1.47714], [-3.01126, 0.81668, -0.26888], [-1.73365, 1.38939, 0.66631], [-2.01527, -1.48432, -0.16996], [2.33473, 0.50295, -0.85729], [1.41725, 1.72938, 0.24432], [2.45959, 0.54247, 0.88297]], "lowdin_charge": [0.00, -0.09, 0.71, -0.08, -0.42, -0.34, 0.06, 0.02, 0.02, 0.05, 0.06, 0.02], "homo_energy_ev": -9.97, "smiles": "C=CS(C)(=O)=O", "charge": 0}



Each structure's energy above the most stable one, in kcal/mol: run 1 0.0; run 2 32.7.